No. 1
C40H24ClI2N3O3S2W | the ωB97M-V functional and the def2-TZVPD basis

Structure (XYZ):
```
76
Properties=species:S:1:pos:R:3:forces:R:3
W 14.365756 11.237516 10.115304 -1.6958 0.3765 2.6902
Cl 6.481683 9.910839 8.905201 -0.1659 0.3222 -0.1710
C 8.034425 10.430844 8.358227 1.6029 -0.8917 0.4510
C 8.346427 10.385114 6.932274 2.7037 0.9676 0.3532
C 9.622130 10.875102 6.554419 -3.5430 -1.2321 0.1273
C 10.720364 11.025106 7.473361 0.9147 1.6966 -0.6759
O 11.799418 11.421738 6.992995 -0.7723 -0.9989 1.3975
C 10.416360 10.830524 8.915186 1.5760 1.8122 1.7018
C 11.265190 11.196231 9.991641 -1.7417 0.3725 -0.3367
N 12.441785 12.003807 10.117262 1.8827 -0.1109 -0.0342
C 12.327306 13.274825 10.848119 -0.3667 -0.6667 0.0216
C 11.206355 14.076998 10.992607 0.2068 -0.7805 0.0722
C 11.264341 15.168350 11.890275 0.9423 1.0148 0.3624
C 12.490306 15.610184 12.461513 -2.2051 -1.9883 -0.8525
C 13.676768 14.870805 12.232643 -1.3495 0.7837 -0.4398
C 14.953048 15.282958 12.662845 0.7004 -0.8517 -0.2049
C 16.023839 14.696637 12.037128 0.3021 0.3691 -0.5065
C 15.806845 13.847758 10.950040 -1.2782 -1.7375 -0.9658
N 14.624724 13.173643 10.794511 1.8809 2.8266 0.4792
C 13.556921 13.750891 11.383457 -0.7679 -0.0226 -0.2486
C 9.017651 10.658370 9.284065 -0.8771 -0.8389 0.2664
H 7.622260 9.927189 6.259993 0.0727 0.7683 -0.1210
H 9.813508 11.216737 5.549162 0.1797 -0.5809 -0.2781
H 10.856403 10.946611 10.994884 0.0472 0.3933 -0.7003
H 10.309802 13.869621 10.398147 0.2061 -0.0097 0.4979
H 10.316583 15.707500 12.103952 0.9609 -0.2480 -0.2817
H 12.459227 16.466160 13.079235 0.2193 0.7418 0.6155
H 15.119866 16.030357 13.428725 -0.2762 0.0043 -0.0392
H 17.074642 14.902119 12.218901 -0.3232 0.5094 0.2250
H 16.562789 14.799725 9.333167 -0.0410 -1.0066 -0.0783
H 8.730700 10.713303 10.356828 0.3510 -0.2227 -0.8880
S 12.911213 8.798020 11.666450 -1.2222 0.2700 -0.9626
C 13.238434 8.824017 10.030850 0.5314 -1.1478 -0.0098
N 14.496410 9.289163 9.739669 0.1104 0.4548 -1.0619
C 15.053860 8.801941 8.570081 -0.2181 -1.2344 -0.8354
C 16.371547 8.982409 8.175632 0.2161 0.2824 -0.3026
C 16.804729 8.465403 6.972758 -0.3009 -0.4798 0.2468
C 16.001261 7.525204 6.319911 -0.0501 0.7678 -0.3894
C 14.669491 7.358612 6.662346 -0.7887 0.7931 1.0159
C 14.124987 8.067730 7.788822 2.5193 -0.3303 -0.9571
S 12.544118 8.113395 8.476394 -0.1497 0.0801 1.7410
H 17.107489 9.520117 8.753354 -0.2987 0.3724 0.3301
H 17.752852 8.811837 6.576598 0.1098 -0.5449 0.1065
H 16.407640 6.991341 5.471999 -0.1561 0.0227 -0.1166
H 14.054994 6.740356 6.028504 -0.2127 -0.1758 0.1466
I 15.762813 11.223845 12.768817 -0.5317 -0.8651 -1.3541
C 16.754498 13.771516 9.794043 -0.6778 -1.3829 -1.0500
C 18.165322 13.727761 10.094356 1.6116 0.2796 1.0155
C 19.077064 13.620814 9.098965 0.6692 0.1361 -0.2673
C 18.740424 13.293723 7.796187 -1.4823 -0.4255 -0.3762
C 17.388588 12.762082 7.530003 0.9684 0.6668 0.8064
C 16.948738 12.364653 6.252933 -0.3960 -0.4226 0.4928
C 15.602788 12.004443 6.103400 0.0948 -0.4782 0.3250
C 14.813071 11.766681 7.236794 -0.1771 -1.3344 -0.4486
C 15.320638 11.936149 8.533945 0.6003 1.7792 -1.0129
C 16.514943 12.693224 8.648064 -0.7265 1.3118 0.4441
H 18.549747 13.864622 11.093136 -0.1691 0.1464 0.2115
H 20.108605 13.827010 9.330426 0.2526 -0.1328 0.0616
H 19.475131 13.344563 7.014617 0.0729 -0.0496 -0.2837
H 17.694704 12.320497 5.449604 -0.6178 0.2605 0.1199
H 15.152996 11.743995 5.152669 0.2537 0.2829 -0.0880
H 13.813800 11.296371 7.128702 0.7139 0.5172 -0.1607
I 6.821121 18.273879 7.353670 1.2901 -0.4409 -0.4695
C 8.861765 17.713521 6.707106 0.1621 1.2612 1.2837
C 9.067820 17.039108 5.526235 -0.4480 -0.5393 -0.0794
C 10.380246 16.686942 5.196891 0.7745 -0.1536 0.1348
C 11.470801 17.109356 5.978241 0.1525 -0.5952 -0.3005
C 11.222337 17.851947 7.134912 0.7276 -0.2445 0.2371
C 9.945594 18.152090 7.542015 -2.1851 -0.4874 -0.7825
C 12.978172 16.648540 5.690930 -1.3052 0.4164 -0.3503
O 13.032554 15.427799 5.365476 0.7576 1.3065 0.3859
O 13.807567 17.589317 5.815211 -0.4348 -1.6553 -0.0252
H 8.211756 16.688139 4.924490 0.5920 0.2973 0.3082
H 10.572088 15.997760 4.364150 -0.0489 0.4623 0.2629
H 12.095767 18.081168 7.754989 -0.3654 0.2433 -0.2357
H 9.667867 18.663427 8.463856 0.4366 -0.0620 -0.1953
```
Forces are in eV/Å.

Its expectation value of S² is 2.113. As for the charge: 0. The value obtained for the electronic energy is -104694.695 eV. Its HOMO energy (spin up / spin down) is -6.6609 / -6.6609 eV. For the frontier orbital gap (spin up / spin down), the calculation gives 3.558 / 3.801 eV. Its strongest force on any atom is 0.0730 hartree/bohr. As for the spin multiplicity: 3.

No. 2
C40H24F3N3O8S | the ωB97M-V functional and the def2-TZVPD basis

Structure (XYZ):
```
79
Properties=species:S:1:pos:R:3:forces:R:3
C -1.873833 1.552458 2.472426 -0.3368 -0.4056 -0.9663
C -2.122040 0.827862 1.317373 0.5146 0.3763 0.8360
C -0.952440 0.221271 0.616285 -1.2751 -1.7942 1.2429
C -0.046606 1.143479 0.014834 0.2820 0.1534 -0.0999
N 1.038654 0.782998 -0.609419 -0.3121 -0.1905 0.2374
C 1.251737 -0.562843 -0.642654 0.4358 0.2115 -0.3394
C 2.431408 -1.045332 -1.263582 -0.3362 -0.1926 0.1727
C 2.706081 -2.382842 -1.331651 0.3607 -0.1941 -0.4028
C 4.009193 -2.837843 -1.966226 -0.0791 0.3250 0.0906
O 4.904353 -3.334821 -0.950034 -0.4070 -0.3820 -0.0717
N 4.980523 -2.392092 0.097401 -0.1953 0.1464 0.0308
O 5.059603 -2.929461 1.127885 0.3927 -0.0040 -0.0528
C 1.754651 -3.310076 -0.799093 0.1238 0.7839 0.4051
S 1.919794 -5.072908 -0.849498 -0.3266 -1.2721 -2.0299
O 0.741269 -5.614764 -1.470080 -0.6371 0.4349 0.9495
O 3.119366 -5.545152 -1.465413 0.7538 0.6662 0.7354
C 1.912169 -5.646105 0.939967 -0.1615 0.2254 0.1078
F 2.166323 -4.636447 1.766459 0.1968 0.1238 0.0428
F 2.815668 -6.588751 1.093473 0.1592 -0.0980 -0.0378
F 0.714406 -6.131784 1.230628 -0.1433 -0.0586 -0.0088
C 0.616895 -2.845111 -0.194029 -0.0425 -0.5484 0.0075
C 0.342048 -1.464261 -0.081810 -0.1020 -0.7370 0.0097
N -0.794981 -1.080889 0.565684 0.6424 0.5913 -0.5232
H -1.961123 2.636586 2.460587 -1.9306 -0.1477 0.9835
H -1.547760 1.008289 3.356524 1.9613 0.5109 -0.3951
H -3.127823 0.713717 0.918587 0.2785 1.3690 -1.1620
H -0.270615 2.200399 0.076143 0.0149 0.0404 -0.0034
H 3.119046 -0.311102 -1.658032 0.0572 -0.0171 -0.0500
H 4.479468 -2.037244 -2.536793 -0.0602 0.1870 0.1612
H 3.810727 -3.644539 -2.662647 0.3642 -0.2553 0.1270
H -0.102235 -3.550088 0.207640 -0.1015 0.1160 0.0491
O 3.474683 -3.099386 -5.713155 -0.0334 0.0422 -0.0037
C 2.480196 -3.088711 -6.411684 0.2333 -0.0136 0.1608
C 1.138982 -3.366254 -5.832272 -0.0768 0.0106 -0.1552
C 1.028648 -3.620963 -4.474699 -0.0638 -0.0111 0.2727
C -0.210395 -3.842150 -3.901304 -0.1480 0.1171 -0.0742
C -1.356073 -3.808846 -4.689799 0.1162 0.0328 -0.0908
C -1.253693 -3.574100 -6.052533 -0.0904 -0.0351 0.1301
C -0.007430 -3.357391 -6.629850 0.0763 0.0194 0.0378
C 0.090002 -3.122066 -8.096460 -0.2151 -0.0117 -0.1404
O -0.895865 -3.165657 -8.802151 0.0243 0.0129 0.0057
C 1.431516 -2.824130 -8.675641 0.0632 -0.0152 0.1215
C 1.540685 -2.566119 -10.035956 0.0621 0.0475 -0.1458
C 2.773961 -2.256484 -10.584226 0.0291 -0.0047 0.0548
C 3.904529 -2.202465 -9.775571 -0.0573 -0.0108 -0.0186
C 3.803774 -2.471688 -8.421311 0.1180 0.0370 -0.1024
C 2.569987 -2.788113 -7.866695 -0.1110 0.0005 -0.0436
H 1.916867 -3.639501 -3.859225 0.0834 -0.0061 -0.1106
H -0.280282 -4.035928 -2.841690 -0.0506 -0.0620 -0.0142
H -2.327782 -3.968502 -4.241274 0.0022 -0.0169 -0.0025
H -2.140884 -3.553576 -6.670426 0.0705 0.0016 -0.1026
H 0.659501 -2.604307 -10.661431 -0.0686 -0.0190 0.0982
H 2.856174 -2.052408 -11.643731 -0.0001 -0.0003 0.0006
H 4.865604 -1.951597 -10.204911 0.0007 -0.0061 -0.0001
H 4.681826 -2.433764 -7.791369 -0.0643 -0.0498 0.0915
O -3.418299 5.673625 9.896622 0.0019 -0.0025 -0.0244
C -3.219204 5.659209 8.700242 -0.0381 0.0074 0.2555
C -2.627408 4.462584 8.038592 0.0047 0.0365 -0.1110
C -2.321281 3.343790 8.803284 0.0424 -0.1514 0.0366
C -1.805430 2.211475 8.195712 -0.0060 0.0168 -0.0521
C -1.594197 2.190973 6.820709 -0.0207 0.0385 0.0599
C -1.882386 3.309410 6.057450 0.0832 -0.2018 -0.0302
C -2.393830 4.449534 6.662385 -0.0533 0.0614 0.0961
C -2.680764 5.648317 5.826622 0.0509 0.0068 -0.2637
O -2.427509 5.653096 4.639311 -0.0135 -0.0089 0.0211
C -3.291472 6.836784 6.483624 0.0000 -0.0465 0.1159
C -3.600334 7.953076 5.716558 -0.0616 0.1434 -0.0463
C -4.197117 9.053745 6.307363 -0.0029 -0.0224 0.0554
C -4.488663 9.044110 7.667580 0.0286 -0.0204 -0.0555
C -4.170838 7.939325 8.439128 -0.0674 0.1467 0.0315
C -3.567286 6.834102 7.852861 0.0251 -0.0457 -0.1212
H -2.491399 3.360937 9.870940 -0.0535 0.1052 -0.0104
H -1.571418 1.339528 8.792220 -0.0008 0.0010 0.0002
H -1.202205 1.300466 6.346531 0.0145 0.0020 0.0095
H -1.713847 3.297203 4.989668 -0.0267 0.1290 -0.0033
H -3.376573 7.955961 4.658718 0.0352 -0.1134 0.0074
H -4.440267 9.921084 5.707779 -0.0005 -0.0007 0.0007
H -4.963197 9.902101 8.125332 0.0049 0.0010 0.0016
H -4.393536 7.931067 9.497204 0.0625 -0.1055 0.0116
```
Forces are in eV/Å.

As for the charge: 0. The SMILES is C=Cc1cnc2cc(CON=O)c(S(=O)(=O)C(F)(F)F)cc2n1.O=C1c2ccccc2C(=O)c2ccccc21.O=C1c2ccccc2C(=O)c2ccccc21. The value obtained for the electronic energy is -81701.439 eV. Its HOMO energy is -8.7438 eV. For the frontier orbital gap, the calculation gives 7.248 eV. Its strongest force on any atom is 0.0492 hartree/bohr.

No. 3
C40H26Cl2N4O2PRh | the ωB97M-V functional and the def2-TZVPD basis

Structure (XYZ):
```
76
Properties=species:S:1:pos:R:3:forces:R:3
Rh -0.742001 -0.631812 1.160719 0.1508 -0.7136 0.6032
Cl -5.959120 -4.163979 -1.519389 0.0595 -0.0210 0.0511
C -4.560684 -3.751505 -0.575209 -0.1435 0.1386 -0.1339
C -4.115846 -2.433043 -0.615159 -0.0040 -0.1474 0.0477
C -2.993708 -2.067443 0.111633 0.0806 0.2961 -0.0170
N -2.407468 -0.775570 0.105767 -0.5180 -0.0836 -0.1691
C -2.875945 0.275091 -0.639024 -0.0079 0.0902 -0.0855
O -3.825979 0.283754 -1.401335 0.0140 -0.0172 -0.0231
C -2.042716 1.520595 -0.392340 -0.1107 -0.2186 0.4627
C -2.241792 2.714305 -0.973840 0.0211 0.0794 -0.0401
C -1.403878 3.939541 -0.763554 -0.0218 0.0354 0.1144
C 0.570849 4.097723 0.241491 -0.0964 0.0315 -0.0508
C 0.970759 2.650741 0.655448 -0.1550 -0.1984 -0.1502
N -1.046282 1.230633 0.490176 0.4997 -0.4509 -0.4786
C -2.327661 -3.032637 0.895276 0.1407 0.1180 0.2210
C -2.785079 -4.338173 0.933563 -0.1223 -0.0362 -0.0672
C -3.904015 -4.695414 0.187891 0.1083 -0.1702 0.1262
Cl -4.433385 -6.348042 0.252639 -0.0155 0.0910 -0.0341
N -1.183214 -2.566597 1.577965 -0.1612 0.0214 -0.4499
C -0.399535 -3.305526 2.365620 0.2967 -0.0234 0.1279
O -0.504066 -4.468183 2.737338 -0.0980 0.0423 -0.0347
C 0.791042 -2.484731 2.814388 -0.0844 -0.0373 -0.1733
C 1.672552 -2.972647 3.762200 -0.0209 -0.0330 -0.0921
C 2.754433 -2.196920 4.130378 0.0471 -0.0267 0.0443
C 2.932070 -0.965764 3.517639 0.0262 0.0412 -0.0559
C 2.018401 -0.550726 2.569504 -0.0753 -0.1969 -0.0566
N 0.954647 -1.291146 2.223481 0.3648 0.2539 0.3348
H -4.634327 -1.709748 -1.220248 0.0021 0.0083 -0.0061
H -3.087782 2.770309 -1.648201 0.0014 0.0367 0.0020
H -1.941679 4.785761 -1.186106 0.0357 0.0306 0.0028
H 1.307155 4.853167 0.504190 0.0332 -0.0107 -0.0495
H 1.852266 2.607603 1.297715 -0.0582 0.0405 0.0708
H -2.275729 -5.074600 1.533700 0.0004 0.0112 -0.0049
H 1.471898 -3.953486 4.169711 0.0117 0.0019 0.0121
H 3.453935 -2.545922 4.878681 0.0008 0.0043 -0.0045
H 3.767738 -0.324969 3.761463 0.0004 -0.0098 0.0162
H 2.133834 0.383708 2.043655 0.0040 0.0431 0.0269
C 5.396684 0.936100 -3.583932 0.0165 0.0101 0.0278
C 5.493374 1.116846 -2.210076 -0.0483 -0.0256 -0.0158
C 4.394898 0.862736 -1.403914 0.0286 0.0094 0.0067
C 3.181184 0.445096 -1.951280 0.0431 0.1006 0.0450
C 3.100173 0.259042 -3.326829 -0.0863 -0.0528 -0.0567
C 4.201601 0.501113 -4.137347 0.0286 0.0061 -0.0029
P 1.792900 0.209364 -0.769881 0.3913 0.2478 -0.1341
C 0.589514 -0.744734 -1.756171 -0.1044 -0.1059 0.0028
C -0.425037 -0.258723 -2.574953 -0.0033 0.0365 0.0002
C -1.331733 -1.125151 -3.170436 0.0261 -0.0325 -0.0258
C -1.230349 -2.493650 -2.968500 0.0098 0.0189 0.0010
C -0.213207 -2.995411 -2.168548 -0.0266 0.0002 0.0060
C 0.682300 -2.126614 -1.564567 -0.0134 -0.0468 0.0222
C 1.178044 1.941046 -0.687742 -0.1591 -0.0503 0.1815
C 0.721942 2.692748 -1.689971 0.1708 -0.1027 -0.1495
C 0.122170 3.970682 -1.225909 -0.0496 -0.0003 0.0683
C -0.889483 4.324844 0.709267 0.0150 -0.0237 -0.1690
C -1.092291 3.317666 1.745997 0.0570 0.0153 0.7134
C -1.674620 3.433892 2.963658 -0.0191 -0.1935 -0.3066
C -1.611718 2.343140 3.876039 -0.1276 0.0219 0.2309
C -1.065473 1.120229 3.573347 0.2867 0.0044 0.0565
C -0.486799 0.926423 2.317645 -1.4433 0.6820 -0.4166
C -0.331204 2.091400 1.371283 0.8417 0.4405 -0.1392
H 6.253902 1.125290 -4.217138 -0.0066 -0.0056 -0.0083
H 6.424842 1.442572 -1.764829 0.0068 0.0028 -0.0181
H 4.481321 0.985008 -0.328786 -0.0096 0.0018 -0.0052
H 2.174955 -0.088413 -3.772424 0.0016 0.0158 0.0213
H 4.124881 0.348665 -5.206451 -0.0060 -0.0037 0.0010
H -0.560923 0.804577 -2.710441 0.0156 -0.0116 -0.0092
H -2.137924 -0.722998 -3.770079 -0.0045 0.0029 0.0101
H -1.953348 -3.163768 -3.415503 -0.0018 -0.0027 0.0096
H -0.138597 -4.059561 -1.984276 0.0079 -0.0013 -0.0113
H 1.447286 -2.527311 -0.907014 0.0057 0.0308 0.0074
H 0.771209 2.404334 -2.733063 -0.0423 0.0095 0.0135
H 0.317747 4.826663 -1.869699 0.0131 -0.0137 -0.0139
H -1.165303 5.337437 0.994629 -0.0029 -0.0035 0.0147
H -2.196280 4.337764 3.250574 0.0091 0.0122 -0.0011
H -2.116386 2.453565 4.829961 0.0187 0.0041 -0.0100
H -1.189939 0.283742 4.249533 -0.0453 -0.0186 -0.0337
```
Forces are in eV/Å.

As for the charge: 0. The value obtained for the electronic energy is -89296.444 eV. Its HOMO energy (spin up / spin down) is -7.2274 / -7.2269 eV. For the frontier orbital gap (spin up / spin down), the calculation gives 5.430 / 5.426 eV. Its strongest force on any atom is 0.0321 hartree/bohr.